The following is a quantum chemistry calculation of a 5-piece molecular cluster, C11H9Cl16N2O overall in a non-equilibrium geometry, from the Open Molecules 2025 dataset.

Structure (XYZ):
```
39
C11H9Cl16N2O, DFT ωB97M-V with the def2-TZVPD basis set
N -2.35 2.01 -2.56
C -1.78 0.94 -3.26
C -0.41 0.93 -3.46
C 0.12 -0.16 -4.10
C 1.61 -0.31 -4.33
C 2.06 -1.26 -3.19
O 2.18 -2.45 -3.38
C -0.69 -1.22 -4.56
C -2.02 -1.14 -4.36
N -2.52 -0.06 -3.72
H -3.29 1.74 -2.30
H -2.34 2.85 -3.13
H 0.21 1.74 -3.11
H 2.08 0.68 -4.26
H 1.78 -0.74 -5.31
H 2.21 -0.79 -2.20
H -0.24 -2.08 -5.04
H -2.68 -1.93 -4.69
H -3.52 0.00 -3.57
C 2.77 -2.78 0.25
Cl 1.14 -3.06 -0.37
Cl 3.96 -3.48 -0.86
Cl 3.05 -1.03 0.38
Cl 2.93 -3.53 1.84
C 1.85 -0.71 5.21
Cl 2.47 0.87 5.68
Cl 2.55 -1.96 6.25
Cl 0.09 -0.73 5.38
Cl 2.28 -1.04 3.53
C -2.84 0.23 1.27
Cl -2.09 1.79 1.64
Cl -2.11 -1.03 2.27
Cl -4.57 0.31 1.58
Cl -2.56 -0.16 -0.44
C 0.14 3.51 7.38
Cl 1.84 3.96 7.58
Cl -0.25 3.45 5.65
Cl -0.15 1.92 8.11
Cl -0.88 4.71 8.17
```

Results
**Total charge**: +1

The following is a quantum chemistry calculation of an isolated molecule of C6H7N in a non-equilibrium geometry, from the Open Molecules 2025 dataset.

Structure (XYZ):
```
14
C6H7N, DFT ωB97M-V with the def2-TZVPD basis set
C -1.07 -1.38 -1.07
C -0.34 -0.41 -0.17
C 1.15 -0.19 -0.07
C 1.00 0.68 1.13
C 0.75 1.43 -0.12
N -0.67 1.00 -0.18
C -0.52 0.47 1.18
H -0.64 -2.40 -1.04
H -1.03 -1.05 -2.13
H -2.12 -1.44 -0.79
H 1.94 -0.95 -0.25
H 1.78 0.86 1.85
H 0.95 2.50 -0.32
H -1.18 0.88 1.97
```

Results
**SMILES**: C[C@@]12[C@@H]3[C@H]4[C@@H]3N1[C@H]42
**Relative energy (zero: lowest compared OMol25 entry of this formula, charge and spin)**: 6.091 eV

The following is a quantum chemistry calculation of a 8-piece molecular cluster, C69H67B2O37PS overall in a non-equilibrium geometry, from the Open Molecules 2025 dataset.

Structure (XYZ):
```
177
C69H67B2O37PS, DFT ωB97M-V with the def2-TZVPD basis set
C 7.13 -0.06 0.44
C 6.38 -0.19 -0.48
C 5.48 -0.41 -1.62
C 4.89 0.86 -2.18
C 3.70 1.32 -1.78
C 2.85 0.66 -0.73
S 1.69 -0.50 -1.59
C 0.08 0.33 -1.61
C -1.00 -0.46 -0.86
C 3.13 2.56 -2.41
O 1.93 2.69 -2.51
C 4.13 3.55 -2.92
C 3.85 4.92 -2.96
B 2.43 5.49 -2.45
O 1.34 5.48 -3.28
O 2.27 6.00 -1.19
C 4.82 5.82 -3.43
B 4.43 7.38 -3.48
O 4.16 7.93 -4.71
C 4.35 8.33 -2.23
C 5.34 7.94 -1.08
C 6.08 5.39 -3.84
P 7.36 6.51 -4.45
O 6.99 7.92 -4.58
O 7.80 5.95 -5.90
O 8.68 6.40 -3.54
C 6.38 4.00 -3.77
C 7.74 3.40 -4.13
C 8.41 2.81 -2.84
C 9.86 3.36 -2.66
C 10.17 3.55 -1.16
C 10.67 2.22 -0.54
C 10.55 2.26 1.00
C 11.41 3.35 1.67
C 10.68 4.67 1.91
O 9.51 4.46 2.72
C 8.45 5.26 2.21
C 5.39 3.10 -3.33
C 5.61 1.61 -3.26
O 6.29 0.98 -4.04
H 7.91 -0.07 1.16
H 4.70 -1.13 -1.38
H 6.06 -0.88 -2.42
H 3.44 0.11 0.00
H 2.22 1.37 -0.19
H 0.18 1.30 -1.12
H -0.26 0.53 -2.63
H -0.89 -0.31 0.21
H -1.97 -0.04 -1.14
H -0.96 -1.52 -1.13
H 1.38 4.66 -3.79
H 3.04 5.76 -0.67
H 3.78 7.28 -5.31
H 3.32 8.34 -1.88
H 4.57 9.34 -2.59
H 5.80 8.85 -0.70
H 4.75 7.51 -0.26
H 6.08 7.22 -1.41
H 7.34 5.11 -6.04
H 8.75 7.21 -3.02
H 8.44 4.12 -4.54
H 7.61 2.63 -4.89
H 7.87 3.15 -1.95
H 8.48 1.73 -2.92
H 9.99 4.34 -3.13
H 10.59 2.68 -3.11
H 10.97 4.29 -1.04
H 9.28 3.86 -0.61
H 11.72 2.05 -0.79
H 10.04 1.43 -0.96
H 9.50 2.33 1.31
H 10.92 1.29 1.36
H 12.32 3.52 1.09
H 11.73 2.96 2.64
H 10.38 5.15 0.98
H 11.34 5.33 2.49
H 7.66 5.34 2.96
H 8.03 4.80 1.30
H 8.77 6.29 1.98
O -3.51 0.78 0.80
C -4.70 0.91 0.63
C -5.68 -0.09 1.00
C -6.98 0.12 0.76
O -7.91 -0.77 1.09
C -7.47 1.38 0.11
O -8.67 1.50 -0.10
C -6.50 2.39 -0.25
C -5.20 2.19 -0.01
O -4.26 3.08 -0.31
H -5.32 -0.99 1.47
H -8.76 -0.38 0.82
H -6.86 3.30 -0.70
H -3.41 2.69 -0.04
O -9.65 -2.48 -6.02
C -9.95 -1.64 -5.19
C -9.07 -1.21 -4.13
C -9.48 -0.29 -3.24
O -8.71 0.14 -2.25
C -10.85 0.31 -3.31
O -11.18 1.13 -2.47
C -11.73 -0.10 -4.39
C -11.32 -1.02 -5.28
O -12.08 -1.43 -6.28
H -8.08 -1.65 -4.08
H -9.23 0.81 -1.74
H -12.71 0.35 -4.44
H -11.54 -2.09 -6.76
O -1.13 -6.87 1.95
C -1.91 -5.93 1.97
C -1.85 -4.85 1.00
C -2.73 -3.84 1.07
O -2.70 -2.83 0.20
C -3.78 -3.78 2.15
O -4.54 -2.83 2.18
C -3.85 -4.87 3.10
C -2.98 -5.89 3.03
O -3.02 -6.90 3.88
H -1.09 -4.90 0.23
H -3.42 -2.23 0.47
H -4.62 -4.82 3.85
H -2.29 -7.52 3.65
O 7.59 4.49 9.46
C 8.36 4.40 8.51
C 8.22 5.18 7.29
C 9.10 5.02 6.29
O 9.01 5.71 5.16
C 10.23 4.04 6.38
O 10.98 3.92 5.43
C 10.38 3.27 7.61
C 9.51 3.44 8.62
O 9.60 2.77 9.76
H 7.40 5.89 7.24
H 9.75 5.40 4.59
H 11.21 2.58 7.68
H 8.85 3.08 10.31
O 1.69 -13.39 3.71
C 0.93 -12.43 3.68
C 1.03 -11.36 2.72
C 0.18 -10.32 2.76
O 0.24 -9.32 1.89
C -0.91 -10.25 3.80
O -1.65 -9.29 3.81
C -1.02 -11.34 4.76
C -0.16 -12.37 4.71
O -0.23 -13.39 5.55
H 1.82 -11.42 1.98
H -0.47 -8.69 2.12
H -1.81 -11.28 5.49
H 0.50 -13.99 5.30
O -11.87 -3.53 6.02
C -10.97 -3.57 5.20
C -9.86 -2.63 5.19
C -8.91 -2.72 4.26
O -7.88 -1.87 4.23
C -8.95 -3.78 3.19
O -8.07 -3.82 2.35
C -10.05 -4.74 3.22
C -11.00 -4.64 4.16
O -12.03 -5.49 4.22
H -9.84 -1.87 5.96
H -7.33 -2.13 3.46
H -10.07 -5.50 2.46
H -12.56 -5.20 4.99
O -14.13 -3.54 -2.75
C -14.43 -4.32 -3.63
C -15.03 -5.62 -3.38
C -15.32 -6.44 -4.40
O -15.86 -7.64 -4.22
C -15.05 -6.04 -5.82
O -15.32 -6.84 -6.70
C -14.48 -4.73 -6.08
C -14.19 -3.91 -5.06
O -13.67 -2.70 -5.24
H -15.21 -5.89 -2.35
H -15.97 -8.01 -5.12
H -14.31 -4.45 -7.11
H -13.56 -2.33 -4.34
```

Results
**SMILES**: C#CCC1=C(CSCC)C(=O)c2c(B(O)O)c(B(O)CC)c(P(=O)(O)O)c(CCCCCCCCOC)c2C1=O.O=C1C=C(O)C(=O)C=C1O.O=C1C=C(O)C(=O)C=C1O.O=C1C=C(O)C(=O)C=C1O.O=C1C=C(O)C(=O)C=C1O.O=C1C=C(O)C(=O)C=C1O.O=C1C=C(O)C(=O)C=C1O.O=C1C=C(O)C(=O)C=C1O

no.,highest occupied orbital energy (eV),Kohn-Sham gap (eV)
1,-12.572,8.373
2,-8.589,9.784
3,-8.830,7.000